Density functional theory data (ωB97M-V with the def2-TZVPD basis set) for C15H11AuFN3 as an isolated structure.

Geometry as XYZ:
```
31
Properties=species:S:1:pos:R:3:mulliken_charge:R:1
Au -0.401 1.259 -0.307 1.144
C 1.363 3.074 3.133 -0.725
C 1.925 1.967 3.750 -0.438
C 1.790 0.713 3.171 -0.522
C 1.096 0.576 1.981 0.415
N 0.551 1.689 1.394 -0.495
C 0.676 2.895 1.943 0.133
C 0.875 -0.674 1.259 0.825
C 1.289 -1.956 1.582 -0.341
C 0.957 -3.005 0.734 -0.884
C 0.221 -2.785 -0.424 -0.340
C -0.183 -1.496 -0.729 0.831
N 0.161 -0.506 0.124 -0.300
C -0.955 -1.018 -1.873 0.414
C -1.443 -1.801 -2.904 -0.515
C -2.165 -1.215 -3.934 -0.441
C -2.392 0.153 -3.922 -0.723
C -1.886 0.902 -2.872 0.129
N -1.195 0.332 -1.888 -0.496
H 1.446 4.066 3.552 0.428
H 2.465 2.087 4.680 0.477
H 2.222 -0.160 3.639 0.412
H 0.215 3.719 1.413 0.490
H 1.862 -2.146 2.478 0.425
H 1.277 -4.009 0.979 0.468
H -0.027 -3.614 -1.071 0.425
H -1.257 -2.866 -2.898 0.413
H -2.551 -1.816 -4.746 0.475
H -2.949 0.646 -4.705 0.427
H -2.031 1.974 -2.806 0.491
F -0.960 3.016 -0.735 -0.604
```

Results
net charge: +2
energy above the lowest of the compared OMol25 structures with the same formula, charge and spin: 0.6 kJ/mol
molar mass: 449.239 g mol⁻¹
E: -977.4601 Ha
orbital gap: 8.08 eV



Density functional theory data (ωB97M-V with the def2-TZVPD basis set) for C21H19Cl5F3InN5O2PS as an isolated structure.

Geometry as XYZ:
```
58
Properties=species:S:1:pos:R:3:mulliken_charge:R:1
In 0.474 -1.508 -0.529 1.755
N 2.528 -1.178 3.295 -0.122
C 1.602 -0.849 4.334 0.372
C 2.017 -0.125 5.435 -0.721
C 1.082 0.215 6.405 -0.683
C -0.251 -0.131 6.249 -0.667
C -0.665 -0.832 5.123 -0.647
C 0.275 -1.213 4.179 0.702
S -0.133 -2.247 2.813 -0.121
N 0.949 -1.570 1.644 -0.381
C 2.152 -1.257 2.012 0.483
C 3.155 -1.010 0.933 1.120
C 4.496 -0.782 1.169 -0.867
C 5.359 -0.636 0.088 -0.520
C 4.853 -0.711 -1.196 -1.003
C 3.495 -0.923 -1.359 -0.196
N 2.672 -1.070 -0.318 -0.100
H 3.494 -0.986 3.503 0.147
H 3.054 0.166 5.546 0.353
H 1.401 0.761 7.282 0.413
H -0.974 0.140 7.005 0.420
H -1.703 -1.109 4.995 0.468
H 4.899 -0.727 2.169 0.359
H 6.414 -0.471 0.257 0.472
H 5.492 -0.615 -2.062 0.445
H 3.034 -0.998 -2.336 0.676
N 0.212 2.542 -3.916 -0.143
C 0.687 1.143 -4.150 -0.702
P -0.421 -0.138 -3.297 0.045
O -0.675 0.986 -2.036 -0.139
O 0.645 -1.069 -2.611 -0.560
C -4.337 0.704 -3.284 -0.564
N -5.538 -1.131 -1.096 -0.543
H 0.842 3.236 -4.320 0.379
H 0.122 2.711 -2.909 0.314
H -0.744 2.718 -4.277 0.158
H 1.701 1.046 -3.758 0.389
H 0.700 0.966 -5.223 0.414
H -3.728 0.250 -4.060 0.329
H -5.404 0.663 -3.492 0.332
H -4.468 -2.453 -2.624 0.319
H -5.222 -0.371 -0.485 0.233
H -1.653 -0.526 -0.935 0.744
F -1.108 -3.632 -1.868 -0.252
C -0.596 -3.426 -0.638 0.262
F 0.256 -4.430 -0.377 -0.236
F -1.610 -3.523 0.234 -0.194
Cl -4.247 -1.249 -2.177 0.072
C -3.882 1.551 -2.365 0.074
C -1.297 0.487 -0.951 -1.186
C -1.915 1.255 -0.049 0.544
Cl -2.644 0.484 1.308 -0.066
C -2.022 2.706 -0.113 -0.135
Cl -1.468 3.524 1.291 -0.122
C -2.596 3.353 -1.146 0.325
Cl -2.755 5.049 -1.096 -0.119
C -3.201 2.659 -2.331 0.097
Cl -2.808 3.581 -3.886 -0.226
```

Results
net charge: +2
energy above the lowest of the compared OMol25 structures with the same formula, charge and spin: 18.2 kJ/mol
molar mass: 785.534 g mol⁻¹
E: -4765.3394 Ha
orbital gap: 5.91 eV



What did the second record say?
Density functional theory data (ωB97M-V with the def2-TZVPD basis set) for C21H19Cl5F3InN5O2PS as an isolated structure.

Geometry as XYZ:
```
58
Properties=species:S:1:pos:R:3:mulliken_charge:R:1
In 0.474 -1.508 -0.529 1.755
N 2.528 -1.178 3.295 -0.122
C 1.602 -0.849 4.334 0.372
C 2.017 -0.125 5.435 -0.721
C 1.082 0.215 6.405 -0.683
C -0.251 -0.131 6.249 -0.667
C -0.665 -0.832 5.123 -0.647
C 0.275 -1.213 4.179 0.702
S -0.133 -2.247 2.813 -0.121
N 0.949 -1.570 1.644 -0.381
C 2.152 -1.257 2.012 0.483
C 3.155 -1.010 0.933 1.120
C 4.496 -0.782 1.169 -0.867
C 5.359 -0.636 0.088 -0.520
C 4.853 -0.711 -1.196 -1.003
C 3.495 -0.923 -1.359 -0.196
N 2.672 -1.070 -0.318 -0.100
H 3.494 -0.986 3.503 0.147
H 3.054 0.166 5.546 0.353
H 1.401 0.761 7.282 0.413
H -0.974 0.140 7.005 0.420
H -1.703 -1.109 4.995 0.468
H 4.899 -0.727 2.169 0.359
H 6.414 -0.471 0.257 0.472
H 5.492 -0.615 -2.062 0.445
H 3.034 -0.998 -2.336 0.676
N 0.212 2.542 -3.916 -0.143
C 0.687 1.143 -4.150 -0.702
P -0.421 -0.138 -3.297 0.045
O -0.675 0.986 -2.036 -0.139
O 0.645 -1.069 -2.611 -0.560
C -4.337 0.704 -3.284 -0.564
N -5.538 -1.131 -1.096 -0.543
H 0.842 3.236 -4.320 0.379
H 0.122 2.711 -2.909 0.314
H -0.744 2.718 -4.277 0.158
H 1.701 1.046 -3.758 0.389
H 0.700 0.966 -5.223 0.414
H -3.728 0.250 -4.060 0.329
H -5.404 0.663 -3.492 0.332
H -4.468 -2.453 -2.624 0.319
H -5.222 -0.371 -0.485 0.233
H -1.653 -0.526 -0.935 0.744
F -1.108 -3.632 -1.868 -0.252
C -0.596 -3.426 -0.638 0.262
F 0.256 -4.430 -0.377 -0.236
F -1.610 -3.523 0.234 -0.194
Cl -4.247 -1.249 -2.177 0.072
C -3.882 1.551 -2.365 0.074
C -1.297 0.487 -0.951 -1.186
C -1.915 1.255 -0.049 0.544
Cl -2.644 0.484 1.308 -0.066
C -2.022 2.706 -0.113 -0.135
Cl -1.468 3.524 1.291 -0.122
C -2.596 3.353 -1.146 0.325
Cl -2.755 5.049 -1.096 -0.119
C -3.201 2.659 -2.331 0.097
Cl -2.808 3.581 -3.886 -0.226
```

Results
net charge: +2
energy above the lowest of the compared OMol25 structures with the same formula, charge and spin: 18.2 kJ/mol
molar mass: 785.534 g mol⁻¹
E: -4765.3394 Ha
orbital gap: 5.91 eV